(1)
{"formula": "C32H43MoN9O2SSi", "method": "ωB97M-V/def2-TZVPD", "species": ["Mo", "C", "C", "C", "C", "C", "C", "C", "C", "C", "C", "C", "C", "H", "H", "H", "H", "H", "H", "H", "H", "H", "H", "H", "H", "H", "H", "H", "H", "H", "H", "C", "Si", "C", "C", "C", "C", "C", "C", "N", "C", "S", "H", "H", "H", "H", "H", "H", "H", "H", "H", "H", "H", "H", "N", "C", "C", "C", "C", "C", "C", "H", "H", "H", "H", "H", "C", "N", "C", "C", "C", "O", "N", "C", "O", "H", "H", "H", "H", "H", "N", "N", "N", "C", "N", "N", "H", "H", "H"], "xyz": [[0.0608, 0.2588, -0.3623], [-3.1900, -2.5967, 2.1794], [-2.9316, -2.2066, 0.7476], [-2.3697, -3.1286, -0.1418], [-1.9559, -4.4887, 0.3665], [-2.1516, -2.7759, -1.4747], [-1.6766, -3.8058, -2.4703], [-2.4140, -1.4666, -1.9026], [-2.0825, -1.0627, -3.3176], [-3.0063, -0.5522, -1.0204], [-3.4845, 0.7952, -1.5100], [-3.2520, -0.9222, 0.3100], [-3.8807, 0.0644, 1.2605], [-2.3528, -2.3061, 2.8231], [-3.3346, -3.6693, 2.2899], [-4.0827, -2.1117, 2.5711], [-2.7955, -5.1874, 0.4336], [-1.5255, -4.4091, 1.3642], [-1.2037, -4.9449, -0.2745], [-0.5881, -3.8162, -2.5874], [-2.0979, -3.6195, -3.4568], [-1.9831, -4.8097, -2.1821], [-2.9430, -1.1658, -3.9866], [-1.2634, -1.6521, -3.7233], [-1.7538, -0.0269, -3.3540], [-2.8440, 1.6137, -1.1699], [-4.4917, 0.9980, -1.1440], [-3.5228, 0.8415, -2.5952], [-4.9659, -0.0742, 1.3160], [-3.7012, 1.0929, 0.9556], [-3.4815, -0.0393, 2.2675], [0.5956, 1.6228, 6.1840], [0.5694, 2.7608, 4.6894], [-1.1871, 3.2940, 4.3307], [1.6194, 4.2819, 5.0406], [1.4219, 1.8352, 3.2733], [2.7832, 1.5695, 3.4266], [3.5264, 0.8825, 2.4725], [2.8770, 0.4615, 1.3283], [1.5779, 0.7000, 1.1661], [0.8464, 1.3600, 2.0907], [-0.8275, 1.4560, 1.5801], [0.1740, 2.1197, 7.0606], [1.6122, 1.3111, 6.4331], [0.0087, 0.7221, 5.9926], [-1.5272, 3.9106, 5.1682], [-1.8619, 2.4442, 4.2328], [-1.2659, 3.8834, 3.4173], [1.1623, 4.8820, 5.8308], [1.7084, 4.9092, 4.1515], [2.6276, 4.0212, 5.3680], [3.2950, 1.9106, 4.3214], [4.5811, 0.6910, 2.6048], [3.3801, -0.0472, 0.5155], [-0.1650, 1.4842, -1.5393], [-0.1006, 2.6882, -2.2149], [-0.6966, 2.8218, -3.4747], [-0.6015, 4.0248, -4.1552], [0.0742, 5.0976, -3.5895], [0.6578, 4.9671, -2.3369], [0.5787, 3.7689, -1.6462], [-1.2209, 1.9776, -3.9008], [-1.0585, 4.1255, -5.1313], [0.1469, 6.0349, -4.1254], [1.1851, 5.8039, -1.8968], [1.0352, 3.6491, -0.6725], [1.5427, -4.3035, 1.1098], [1.4852, -3.5323, -0.1220], [2.0913, -3.9911, -1.2715], [2.0961, -3.2857, -2.4103], [1.4640, -1.9653, -2.4543], [1.3974, -1.2876, -3.4715], [0.9126, -1.5558, -1.2665], [0.8855, -2.3021, -0.1478], [0.3105, -1.7994, 0.8437], [2.5718, -4.3820, 1.4621], [1.1334, -5.3004, 0.9477], [0.9466, -3.7895, 1.8569], [2.5524, -4.9660, -1.1822], [2.5620, -3.6645, -3.3070], [2.5076, 1.5003, -4.1717], [3.3428, 0.7569, -3.3513], [4.2847, -0.0139, -3.8303], [4.7858, -0.5191, -2.7077], [4.1732, -0.0518, -1.6175], [3.2374, 0.7678, -2.0577], [2.0862, 0.8213, -4.8023], [1.7638, 1.8328, -3.5613], [5.6009, -1.2210, -2.6938]], "atomic_forces_ev_per_a": [[-0.9181, -0.6401, 0.6165], [-0.0284, -0.0115, 0.0834], [-0.0135, 0.0563, -0.0276], [0.0271, -0.0047, -0.0610], [0.0421, -0.0505, 0.0195], [-0.0408, -0.0139, 0.0830], [0.0384, -0.0616, -0.0763], [0.0499, -0.0325, 0.0298], [0.0152, 0.0424, -0.0871], [0.1415, 0.1046, -0.0483], [0.0025, 0.1053, -0.0265], [0.0029, -0.0752, 0.0884], [-0.0443, 0.0639, 0.0412], [0.0081, 0.0034, -0.0213], [-0.0056, 0.0060, -0.0093], [0.0056, -0.0040, -0.0136], [-0.0158, 0.0255, -0.0204], [0.0117, 0.0084, 0.0042], [0.0022, 0.0086, 0.0063], [-0.0096, 0.0136, 0.0178], [-0.0038, 0.0093, 0.0102], [-0.0125, 0.0140, 0.0051], [-0.0050, -0.0235, 0.0081], [-0.0087, 0.0134, 0.0194], [-0.0109, -0.0058, 0.0127], [-0.0113, -0.0321, 0.0141], [-0.0054, -0.0224, -0.0023], [0.0051, -0.0167, -0.0064], [0.0075, -0.0165, -0.0065], [0.0108, -0.0095, -0.0140], [0.0150, -0.0096, -0.0177], [-0.0131, 0.0520, -0.0823], [-0.0360, 0.0235, -0.0055], [0.0994, 0.0035, 0.0735], [-0.0714, -0.0889, -0.0075], [0.1675, 0.0071, 0.2049], [0.0075, 0.0109, -0.0091], [-0.1052, -0.0388, -0.1075], [0.1271, 0.0828, 0.1222], [-0.3080, 0.3052, -0.6614], [-0.0271, -0.0731, 0.0495], [0.2313, -0.1803, 0.0124], [-0.0027, 0.0074, -0.0010], [0.0065, 0.0066, -0.0091], [-0.0030, 0.0022, -0.0057], [-0.0188, -0.0057, -0.0142], [0.0093, -0.0180, 0.0010], [0.0264, 0.0123, -0.0079], [0.0015, -0.0019, 0.0034], [-0.0133, 0.0004, -0.0037], [0.0038, -0.0080, -0.0075], [-0.0280, 0.0117, 0.0124], [0.0056, -0.0020, -0.0027], [0.0253, 0.0014, 0.0323], [0.5939, 0.1463, 0.0228], [-0.1678, -0.0107, -0.2385], [0.0947, 0.0793, 0.1473], [-0.0133, -0.0039, 0.0005], [-0.0102, 0.0503, -0.0500], [0.0208, -0.0178, 0.0248], [-0.0425, -0.0006, -0.0715], [-0.0017, -0.0052, -0.0175], [0.0038, 0.0023, 0.0016], [0.0003, -0.0061, 0.0017], [-0.0002, -0.0063, 0.0004], [-0.0049, -0.0284, 0.0070], [-0.0262, -0.0147, 0.0322], [-0.0443, 0.0396, -0.0227], [-0.0031, 0.0224, -0.0280], [0.0691, -0.0203, 0.0472], [-0.1102, -0.1406, -0.0477], [0.0858, 0.0628, 0.0038], [0.1433, 0.2005, 0.1872], [0.0784, 0.0937, -0.4147], [-0.0777, 0.0661, 0.1810], [-0.0058, -0.0033, -0.0026], [0.0100, -0.0034, 0.0004], [0.0026, 0.0088, 0.0053], [-0.0069, -0.0058, -0.0123], [0.0054, -0.0066, 0.0083], [0.0041, -0.1335, -0.0106], [0.0002, -0.0202, -0.0298], [-0.0051, 0.0218, 0.0284], [0.0291, -0.0036, -0.1142], [0.0018, 0.0273, -0.0007], [0.0421, -0.0301, 0.1298], [-0.0315, -0.0056, 0.0208], [0.0344, 0.0869, -0.0109], [-0.0048, 0.0033, 0.0135]], "lowdin_charge": [1.39, -0.04, -0.19, -0.19, -0.05, -0.19, -0.03, -0.20, -0.05, -0.21, -0.05, -0.21, -0.08, 0.10, 0.07, 0.07, 0.09, 0.07, 0.06, 0.07, 0.08, 0.08, 0.10, 0.06, 0.04, 0.07, 0.08, 0.07, 0.10, 0.05, 0.06, -0.17, 0.52, -0.21, -0.18, -0.24, -0.08, -0.05, -0.12, -0.12, -0.70, 0.63, 0.03, 0.03, 0.03, 0.03, 0.01, 0.02, 0.03, 0.04, 0.02, 0.10, 0.10, 0.07, -0.21, -0.38, -0.05, -0.08, -0.09, -0.08, -0.03, 0.10, 0.10, 0.10, 0.10, 0.11, -0.01, -0.04, -0.05, 0.01, -0.53, 0.00, 0.04, -0.55, -0.08, 0.10, 0.09, 0.09, 0.13, 0.11, 0.15, -0.30, 0.13, -0.22, 0.01, 0.06, 0.09, 0.06, 0.10], "charge": 0, "relative_energy_kcal_mol": 7.66, "e_homo_ev": [-7.25, -7.28], "gap_ev": [7.379, 7.305]}


(2)
{"formula": "C32H43N2O4P2Pr", "method": "ωB97M-V/def2-TZVPD", "species": ["C", "C", "N", "C", "C", "C", "C", "P", "Pr", "P", "C", "C", "C", "C", "C", "C", "C", "O", "O", "H", "H", "H", "C", "C", "H", "H", "H", "H", "C", "C", "H", "H", "H", "H", "H", "H", "H", "H", "H", "H", "H", "H", "H", "H", "H", "H", "H", "H", "H", "H", "H", "H", "C", "C", "C", "C", "C", "C", "N", "C", "C", "C", "C", "C", "C", "C", "O", "O", "C", "C", "H", "H", "H", "H", "H", "H", "H", "H", "H", "H", "H", "H", "H", "H"], "xyz": [[0.7664, 1.2063, -5.3015], [0.3818, 1.5520, -3.9971], [-0.1641, 0.6051, -3.1674], [-0.2769, -0.6888, -3.5825], [0.2060, -1.0811, -4.8103], [0.7249, -0.1459, -5.7090], [0.4545, 2.9712, -3.5886], [0.7537, 3.3416, -1.8313], [-0.4416, 1.0886, -0.6407], [-2.0121, -1.2550, -1.2992], [-0.8170, -1.7577, -2.6793], [-1.6724, 2.0350, 1.4070], [-0.8792, 2.5490, 2.4309], [-1.5020, 3.0090, 3.6212], [-2.8818, 2.9482, 3.7541], [-3.6799, 2.4635, 2.7061], [-3.0428, 1.9890, 1.5230], [-1.7557, 4.2002, -4.0799], [-2.5802, 3.8708, -1.8499], [1.1977, 1.9734, -5.9219], [0.1186, -2.1386, -5.0922], [1.1067, -0.4309, -6.6833], [2.5439, 3.2716, -1.6820], [0.3862, 5.1228, -1.5868], [-1.3833, -2.4920, -3.2748], [0.0049, -2.2974, -2.1733], [-0.8067, 3.6172, -3.9346], [1.1903, 3.5128, -4.1921], [-1.7752, -2.5895, -0.0946], [-3.6210, -1.6920, -2.0715], [0.2079, 2.6143, 2.3263], [-0.8746, 3.3976, 4.4265], [-3.3620, 3.3075, 4.6643], [-4.7613, 2.4292, 2.7842], [-3.6514, 1.6005, 0.6827], [-2.4807, 2.4419, -1.4446], [-3.3986, 4.0903, -1.3584], [-2.3153, 3.9851, -2.9938], [-2.3443, 3.7828, -4.7553], [-2.5036, 1.6662, -1.3359], [2.9940, 4.1281, -2.1829], [2.8129, 3.2864, -0.6264], [2.9325, 2.3526, -2.1176], [1.0013, 5.7384, -2.2681], [-0.6870, 5.3294, -1.7545], [0.6342, 5.3774, -0.5390], [-3.7109, -2.7873, -2.1853], [-4.4239, -1.3203, -1.4082], [-3.7063, -1.2064, -3.0606], [-2.2745, -3.5077, -0.4194], [-0.7117, -2.7918, 0.0677], [-2.2015, -2.2735, 0.8642], [-0.5602, -5.4373, 3.0395], [-0.4680, -3.9476, 3.2997], [-1.5267, -3.3071, 3.9388], [-1.5035, -1.9388, 4.2119], [-0.3746, -1.1930, 3.8437], [0.7030, -1.8199, 3.1824], [1.6694, -0.9484, 2.7137], [2.9638, -1.1884, 2.2329], [3.9707, -1.7981, 2.9996], [5.2129, -2.0504, 2.4087], [5.4389, -1.7431, 1.0799], [4.4629, -1.1014, 0.3214], [3.2574, -0.7679, 0.9366], [2.1337, -0.0739, 0.2505], [1.5903, -0.5778, -0.7904], [1.6458, 0.9863, 0.8048], [0.6536, -3.2030, 2.8772], [1.7230, -3.8471, 2.0583], [-0.6520, -5.6538, 1.9639], [0.3141, -5.9742, 3.4351], [-1.4572, -5.8307, 3.5363], [-2.3971, -3.9192, 4.2314], [-2.3447, -1.4578, 4.7161], [-0.3358, -0.1304, 4.0366], [1.4004, 0.0278, 2.6598], [3.7704, -2.0497, 4.0366], [6.0044, -2.5060, 3.0081], [6.3850, -1.9945, 0.6053], [4.5692, -0.8666, -0.7233], [1.8372, -3.3733, 1.0695], [2.6922, -3.8101, 2.5704], [1.5023, -4.9037, 1.8803]], "atomic_forces_ev_per_a": [[0.3739, -1.8717, -0.2926], [-0.5879, 0.5283, 0.4767], [-0.1437, -0.2816, -0.3133], [0.6572, 1.0692, -0.1057], [-0.2272, -0.7306, -0.8563], [-0.0774, 1.6985, 0.9229], [0.4888, -0.6007, 0.3501], [-0.4541, 0.5165, -1.2458], [0.8882, 0.0057, 1.8837], [0.1958, -0.5602, -1.1392], [-0.6897, -0.5187, 0.9032], [1.5706, -0.7815, -1.6917], [-1.0735, 0.4623, 1.2366], [0.9845, -0.2708, -0.6582], [-0.6040, -0.0027, -0.2783], [0.8874, -0.4387, -0.8025], [-1.4516, 0.5223, 1.2856], [-1.5995, -0.2739, -1.0211], [-0.2561, 0.3010, 0.3538], [-0.0259, 0.0467, -0.2135], [0.1215, 0.5005, 0.1005], [-0.1208, -0.0474, 0.0897], [0.5814, 0.1646, 0.3904], [-0.0615, 0.1724, 0.0585], [0.4017, 0.1239, 0.0519], [-0.1751, 0.3210, -0.2802], [0.3870, -0.2908, -0.0421], [-0.1281, -0.0532, -0.1258], [-0.0782, -0.2750, 0.3415], [-0.2503, 0.2553, 0.1429], [-0.2184, -0.0522, 0.1103], [-0.2819, -0.0343, -0.1009], [0.1400, -0.0830, -0.1549], [0.0415, 0.0616, 0.1451], [0.1976, 0.2433, 0.6280], [-0.0098, 0.3399, -0.2804], [0.6837, 0.1116, -0.9948], [-0.5704, 0.6284, 0.9043], [0.8814, 0.4522, 0.6345], [-0.3540, -1.1099, 0.0248], [0.1204, 0.0094, -0.0745], [0.1661, 0.0426, 0.0547], [-0.0633, -0.0678, -0.0296], [-0.2300, -0.2521, 0.2692], [0.5755, -0.2430, 0.1036], [-0.0942, -0.0694, -0.4837], [0.0588, 0.4714, 0.0212], [0.2391, -0.2300, -0.4352], [-0.0094, -0.1595, 0.5027], [0.1349, 0.0359, 0.0578], [-0.0979, 0.0972, -0.0021], [0.0581, -0.1371, -0.0744], [-0.2106, 0.0506, 0.0775], [0.2852, 0.3758, -0.0580], [-0.5608, -0.2821, 0.2946], [0.7148, 0.1573, -0.2731], [-0.6522, -1.0508, 0.1689], [-0.8338, -0.1058, -0.0353], [0.3744, 0.4634, 0.3900], [0.6812, -0.2272, 0.4805], [-0.0301, 0.2766, -0.5830], [-0.2941, -0.1586, 0.6630], [0.2568, 0.1287, -0.7540], [-0.5706, 0.0811, 0.8030], [0.0996, -0.2343, -0.2693], [-1.4309, 0.6086, -0.6128], [0.3349, 0.5434, 0.8406], [0.3679, -0.8257, -0.9410], [-0.5070, 0.3936, 0.3554], [0.3911, -0.4925, -0.2109], [0.1016, -0.0090, 0.2833], [-0.2471, 0.1137, -0.1693], [0.2641, 0.0294, -0.1544], [0.4701, 0.4394, -0.1079], [0.2903, -0.1217, -0.1969], [0.0165, 0.1003, 0.0025], [-0.0837, -0.3016, -0.0256], [0.0128, -0.0452, -0.1358], [-0.2460, 0.0999, -0.2242], [-0.1180, 0.0290, 0.1840], [0.3091, 0.0440, -0.1760], [0.0641, -0.0034, 0.3242], [-0.1539, -0.0497, -0.2913], [0.0030, 0.2269, 0.0041]], "mulliken_spin": [0.00, 0.00, 0.00, 0.00, 0.00, 0.00, 0.00, 0.00, 2.02, 0.01, 0.00, -0.02, 0.00, 0.00, 0.00, 0.00, 0.01, 0.00, 0.00, 0.00, 0.00, 0.00, 0.00, 0.00, 0.00, 0.00, 0.00, 0.00, 0.00, 0.00, 0.00, 0.00, 0.00, 0.00, 0.00, -0.01, 0.00, 0.00, 0.00, 0.00, 0.00, 0.00, 0.00, 0.00, 0.00, 0.00, 0.00, 0.00, 0.00, 0.00, 0.00, 0.00, 0.00, 0.00, 0.00, 0.00, 0.00, 0.00, 0.00, 0.00, 0.00, 0.00, 0.00, 0.00, 0.00, 0.00, 0.00, 0.00, 0.00, 0.00, 0.00, 0.00, 0.00, 0.00, 0.00, 0.00, 0.00, 0.00, 0.00, 0.00, 0.00, 0.00, 0.00, 0.00], "charge": 0, "multiplicity": 3, "s2": 2.003, "e_homo_ev": [-7.40, -7.40], "gap_ev": [7.698, 7.717]}


Number 1: total energy -71958.656 eV. Number 2: total energy -77697.916 eV.